i:
2 unconnected molecules or ions with the total composition CH5OS. Source: the OMol25 dataset; level of theory: ωB97M-V with the def2-TZVPD basis set.

Properties
HOMO level, eV: -2.225
Kohn-Sham gap, hartree: 0.245
2S+1: 1
Charge: -1
LUMO level, eV: 4.45

Cartesian coordinates (Å):
C -1.2686 0.1502 -0.0846
S -0.7974 1.5892 -1.0176
H -1.6937 0.3684 0.9187
H -1.9639 -0.5143 -0.6647
H -0.3906 -0.4411 0.0853
H 1.6321 -0.3956 0.9125
H 2.1459 -0.1250 -0.4692
O 2.3364 -0.6319 0.3197


ii:
2 unconnected molecules or ions with the total composition CH5OS. Source: the OMol25 dataset; level of theory: ωB97M-V with the def2-TZVPD basis set.

Properties
HOMO level, eV: -2.455
Kohn-Sham gap, hartree: 0.253
2S+1: 1
Charge: -1
LUMO level, eV: 4.42

Cartesian coordinates (Å):
O -2.2585 -0.1855 -0.0494
H -2.8274 0.4104 0.5308
C 1.0445 0.7385 -0.8942
S 0.7850 -0.3910 0.5057
H 1.2667 1.7097 -0.3830
H 1.9538 0.5181 -1.4579
H 0.0955 0.8655 -1.4422
H -1.2481 -0.1956 0.4208


Result of the stability comparison: ii is the least stable of them.


i:
A molecular structure, C3H4LiO3Tl. Source: the OMol25 dataset; level of theory: ωB97M-V with the def2-TZVPD basis set.

Properties
HOMO level (alpha / beta), eV: -26.040 / -25.727
Kohn-Sham gap (alpha / beta), hartree: 0.370 / 0.350
2S+1: 2
Charge: +3
LUMO level (alpha / beta), eV: -15.98 / -16.20

Cartesian coordinates (Å):
C 2.6708 1.9013 1.7829
C 1.4329 2.0851 1.2173
H 3.4302 1.2046 1.4167
H 2.3715 2.3055 0.4347
H 0.7882 2.8031 1.7382
O 1.0425 -0.7968 -1.1886
C 0.1346 -1.6212 -0.8588
O -0.4838 -1.5053 0.2189
O -0.1757 -2.5704 -1.6760
Li 2.2646 -0.4785 -2.5682
Tl 0.5139 0.2249 0.6118
H 2.8488 2.1576 2.8331


ii:
A molecular structure, C3H4LiO3Tl. Source: the OMol25 dataset; level of theory: ωB97M-V with the def2-TZVPD basis set.

Properties
HOMO level (alpha / beta), eV: -26.366 / -25.995
Kohn-Sham gap (alpha / beta), hartree: 0.362 / 0.346
2S+1: 2
Charge: +3
LUMO level (alpha / beta), eV: -16.52 / -16.58

Cartesian coordinates (Å):
C -2.2194 0.0753 0.3867
C -1.5438 -0.9845 0.9062
H -2.2043 0.3605 -0.6690
H -1.7386 -1.4486 -0.1457
H -1.6949 -1.2270 1.9634
O 1.6992 0.0430 -1.0319
C 2.4867 0.7782 -0.3572
O 2.1807 1.1702 0.7872
O 3.6313 1.0988 -0.8590
Li 1.6054 -0.7968 -2.7076
Tl 0.4575 0.0962 0.6864
H -2.6598 0.8348 1.0405


Result of the stability comparison: i is the least stable of them.


i:
12 unconnected molecules or ions with the total composition F6H22O11P. Source: the OMol25 dataset; level of theory: ωB97M-V with the def2-TZVPD basis set.

Properties
HOMO level, eV: -8.581
Kohn-Sham gap, hartree: 0.410
2S+1: 1
Charge: -1
LUMO level, eV: 2.59

Cartesian coordinates (Å):
P -0.0855 -0.0554 -0.1614
F 1.2662 0.7213 -0.5655
F -0.8740 0.7379 -1.3307
F 0.2347 -1.2187 -1.2692
F -1.4557 -0.7941 0.2730
F 0.7123 -0.9513 0.9277
F -0.4169 1.0713 0.9662
O 1.8129 -3.8297 -1.7490
H 1.7147 -3.0175 -2.2554
H 1.0428 -4.3601 -1.9699
O -1.4815 1.5481 3.4669
H -1.1678 1.0510 2.7039
H -0.7464 1.5504 4.0843
O -0.2489 3.9585 1.4800
H 0.5867 3.5302 1.6849
H -0.8984 3.2498 1.5079
O -0.2029 -0.0753 -4.0483
H 0.0235 0.8178 -4.3205
H 0.0346 -0.1118 -3.1152
O -3.7513 1.0525 0.1608
H -3.8935 1.9140 -0.2390
H -2.8004 0.9112 0.1098
O 2.8019 1.0089 2.6979
H 2.9382 0.2930 2.0700
H 2.0666 0.7087 3.2382
O 2.5061 3.2284 -0.3061
H 2.9121 2.8370 -1.0831
H 1.8128 2.6016 -0.0712
O -0.8395 -2.6735 3.5206
H -0.6941 -1.9283 2.9292
H -1.6542 -3.0718 3.2040
O 3.7592 -2.2809 -0.2194
H 3.5027 -2.9451 -0.8685
H 3.0075 -1.6809 -0.2191
O -1.7395 -3.5481 -1.0052
H -1.3770 -3.2363 -0.1710
H -1.2702 -3.0196 -1.6569
O -2.6406 2.1673 -3.0462
H -2.3517 1.2497 -3.0147
H -2.1454 2.5900 -2.3397


ii:
12 unconnected molecules or ions with the total composition F6H22O11P. Source: the OMol25 dataset; level of theory: ωB97M-V with the def2-TZVPD basis set.

Properties
HOMO level, eV: -7.467
Kohn-Sham gap, hartree: 0.357
2S+1: 1
Charge: -1
LUMO level, eV: 2.25

Cartesian coordinates (Å):
P 14.7664 -0.3458 -15.2440
F 14.0263 1.0764 -14.8597
F 13.3518 -1.0722 -15.5467
F 14.7217 0.1526 -16.7774
F 15.5580 -1.6997 -15.6322
F 16.1879 0.3837 -14.9537
F 14.6751 -0.7636 -13.6959
O 17.0552 1.8368 -18.1216
H 17.5275 1.0104 -17.9983
H 16.5059 1.9221 -17.3273
O 10.6461 -0.8443 -15.2862
H 10.8760 -1.1659 -16.1612
H 11.4993 -0.7139 -14.8625
O 16.1115 3.3791 -15.7063
H 16.5553 3.9832 -16.3086
H 16.8203 2.9999 -15.1549
O 12.0266 2.2512 -16.1345
H 11.2288 2.0563 -15.6359
H 12.6967 1.6524 -15.7605
O 17.8693 2.5322 -13.7984
H 18.0084 1.6198 -13.5249
H 18.1533 3.0674 -13.0526
O 17.7155 -1.9831 -13.3508
H 17.1238 -1.2262 -13.4002
H 17.7895 -2.2810 -14.2690
O 16.9556 -5.3163 -15.1694
H 17.8616 -5.0030 -15.1202
H 16.5017 -4.6271 -15.6640
O 13.7419 -3.1669 -13.0320
H 13.9671 -2.7014 -12.2106
H 14.2767 -2.7299 -13.6991
O 13.6959 -1.7430 -10.6666
H 12.8917 -1.2363 -10.8176
H 14.3970 -1.0833 -10.6465
O 17.9638 -2.6747 -16.1829
H 18.6565 -2.7502 -16.8454
H 17.4622 -1.8878 -16.4291
O 14.7980 2.5959 -12.4695
H 15.0379 1.8811 -13.0703
H 14.8611 3.3822 -13.0201


Result of the stability comparison: ii is the least stable of them.


i:
A molecular structure, C28H32F6N10O5S2Ti. Source: the OMol25 dataset; level of theory: ωB97M-V with the def2-TZVPD basis set.

Properties
HOMO level (alpha / beta), eV: -7.664 / -7.947
Kohn-Sham gap (alpha / beta), hartree: 0.266 / 0.275
2S+1: 3
LUMO level (alpha / beta), eV: -0.42 / -0.46

Cartesian coordinates (Å):
Ti -0.2496 0.6087 -0.0782
C 2.7045 1.0172 -3.4486
C 1.9483 1.2217 -2.2788
N 1.0803 0.3396 -1.8342
C 0.9107 -0.8223 -2.5276
C 1.5852 -1.0893 -3.7279
C 2.5165 -0.1210 -4.1727
C 1.2861 -2.2781 -4.4375
C 0.3351 -3.1260 -3.9458
C -0.3194 -2.8752 -2.7199
C -0.0194 -1.7525 -1.9771
N -0.4833 -1.4465 -0.6972
C -1.7968 -1.8929 -0.4398
C -2.1805 -3.1412 -0.0268
C -3.5527 -3.4639 0.1116
C -4.5289 -2.5533 -0.1761
C -4.1732 -1.2427 -0.5818
C -5.0985 -0.2192 -0.9057
C -4.6388 1.0146 -1.2618
C -3.2477 1.2706 -1.2483
N -2.3707 0.3403 -0.9583
C -2.8120 -0.9199 -0.6751
H 3.3976 1.7850 -3.7602
H 2.0574 2.1443 -1.7221
H 3.0594 -0.2913 -5.0950
H 1.7905 -2.4803 -5.3738
H 0.0744 -4.0198 -4.4994
H -1.0553 -3.5829 -2.3611
H -1.4286 -3.8961 0.1725
H -3.8268 -4.4612 0.4312
H -5.5759 -2.8170 -0.0936
H -6.1608 -0.4300 -0.8691
H -5.3127 1.8164 -1.5287
H -2.8595 2.2610 -1.4634
N -1.7167 1.0373 1.7069
C -1.4712 0.5698 3.0760
C -0.9427 -0.8490 2.9816
N 0.2195 -0.8902 2.0978
C 1.4714 -0.4184 2.7101
C 1.7911 1.0134 2.3054
N 1.6911 1.1047 0.8484
H -2.6160 0.6793 1.3977
H -1.7929 2.0472 1.6519
H -0.7408 1.2243 3.5481
H -2.3742 0.5975 3.6905
H -0.7188 -1.2316 3.9855
H -1.7167 -1.4876 2.5458
H 0.3483 -1.8385 1.7720
H 1.4443 -0.5100 3.8024
H 2.2792 -1.0519 2.3423
H 1.0966 1.7298 2.7439
H 2.7914 1.2730 2.6634
H 1.8680 2.0648 0.5269
H 2.3880 0.4808 0.4313
F -1.0340 5.9722 2.1136
C -1.1006 4.6856 1.8513
F -2.3680 4.2820 1.7578
F -0.4749 3.9748 2.7945
S 0.0871 3.8605 -0.7638
O -0.5737 2.4221 -0.4670
O 1.4754 3.7473 -0.2651
N 0.2479 3.8625 -2.3776
S -1.0112 4.0560 -3.2853
O -2.2742 4.0077 -2.5788
O -0.8311 5.0599 -4.2889
C -1.0013 2.4918 -4.2732
F -1.1683 1.4150 -3.4871
F 0.1473 2.3363 -4.9364
F -1.9981 2.4988 -5.1626
C 4.0285 -4.6879 -1.3133
N 4.0913 -3.3090 -0.8908
C 5.2179 -2.4168 -1.0501
C 4.6428 -1.1114 -0.4867
O 5.2530 -0.0732 -0.4090
N 3.3338 -1.3274 -0.0961
C 3.0765 -2.5987 -0.3583
N 1.8889 -3.1833 -0.0859
H 5.0091 -4.9849 -1.6762
H 3.3135 -4.8291 -2.1295
H 3.7636 -5.3479 -0.4843
H 5.5001 -2.2834 -2.0963
H 6.0921 -2.7326 -0.4785
H 1.0819 -2.5485 -0.1004
H 1.7105 -4.0507 -0.5686


ii:
A molecular structure, C28H32F6N10O5S2Ti. Source: the OMol25 dataset; level of theory: ωB97M-V with the def2-TZVPD basis set.

Properties
HOMO level (alpha / beta), eV: -5.214 / -6.878
Kohn-Sham gap (alpha / beta), hartree: 0.187 / 0.261
2S+1: 3
LUMO level (alpha / beta), eV: -0.12 / 0.22

Cartesian coordinates (Å):
Ti 0.6502 0.3847 -0.3030
C 3.2791 -3.1531 0.5335
C 2.8329 -1.8214 0.5125
N 2.0100 -1.3525 -0.3996
C 1.5839 -2.1940 -1.3940
C 1.9253 -3.5576 -1.4118
C 2.8046 -4.0221 -0.4067
C 1.4035 -4.3865 -2.4349
C 0.5945 -3.8432 -3.3895
C 0.2857 -2.4659 -3.4040
C 0.7824 -1.6144 -2.4386
N 0.6045 -0.2510 -2.3138
C 0.7867 0.6459 -3.3187
C 0.7053 0.4654 -4.6959
C 0.9369 1.5308 -5.5801
C 1.2527 2.7902 -5.1442
C 1.3930 3.0185 -3.7571
C 1.7760 4.2666 -3.2123
C 1.9537 4.3938 -1.8630
C 1.7501 3.2763 -1.0413
N 1.3712 2.0954 -1.5070
C 1.1749 1.9548 -2.8564
H 3.9648 -3.4710 1.3071
H 3.1450 -1.1260 1.2837
H 3.1017 -5.0645 -0.4059
H 1.6497 -5.4407 -2.4415
H 0.1783 -4.4758 -4.1635
H -0.3728 -2.0867 -4.1716
H 0.4622 -0.5030 -5.1033
H 0.8508 1.3437 -6.6437
H 1.4151 3.6042 -5.8384
H 1.9355 5.1064 -3.8778
H 2.2576 5.3309 -1.4173
H 1.9053 3.3459 0.0278
N -1.1562 -0.8963 -0.0418
C -2.3005 -0.3715 -0.8019
C -2.1424 1.1305 -1.1059
N -1.2474 1.8089 -0.1488
C -1.9092 2.4367 1.0174
C -2.8794 1.5698 1.8026
N -2.2363 0.4092 2.4118
H -1.3815 -0.7656 0.9501
H -1.0701 -1.9035 -0.1745
H -2.3634 -0.9052 -1.7507
H -3.2318 -0.5582 -0.2606
H -1.6827 1.2402 -2.0883
H -3.1261 1.6129 -1.1488
H -0.8061 2.5725 -0.6493
H -1.1227 2.7874 1.6901
H -2.4744 3.3157 0.6838
H -3.3407 2.2351 2.5431
H -3.6842 1.2256 1.1479
H -1.4762 0.7199 3.0090
H -2.8923 -0.0871 3.0025
F 3.0831 3.2554 4.1122
C 2.6566 2.8469 2.9329
F 3.7059 2.6066 2.1454
F 1.9176 3.8095 2.3733
S 1.6568 1.3009 3.0717
O 1.4390 0.9408 1.6836
O 2.4680 0.3891 3.8286
N 0.2832 1.7036 3.6689
S -0.0887 1.9231 5.2077
O -1.3362 2.6170 5.2335
O 1.0053 2.3315 6.0279
C -0.5203 0.2204 5.7910
F 0.5709 -0.5278 5.9648
F -1.3161 -0.3978 4.9111
F -1.1602 0.3095 6.9526
C 1.1230 -5.1092 4.6677
N 0.4911 -4.3408 3.6221
C -0.3475 -4.9033 2.5861
C -0.4273 -3.7327 1.6009
O -1.0771 -3.7638 0.5745
N 0.3428 -2.6951 2.0623
C 0.8892 -3.1193 3.1919
N 1.8219 -2.4284 3.8617
H 0.5170 -5.9901 4.8663
H 1.1722 -4.5382 5.5963
H 2.1319 -5.4339 4.3952
H -1.3384 -5.1807 2.9473
H 0.1131 -5.7682 2.1017
H 1.9743 -1.4575 3.6232
H 2.0388 -2.6797 4.8103


Result of the stability comparison: i is the least stable of them.